(1)
The following is a DFT calculation (ωB97M-V/def2-TZVPD) of a molecular structure, C60H81F14N3O14S5 in a non-equilibrium geometry.

Results
Energy relative to the best compared isomer or geometry (same formula, charge and spin)   0.000 eV
LUMO   -0.0711 Ha
Gap between HOMO and LUMO   0.204 hartree

Each line ends with the Löwdin charge.
Atoms and positions in Å:
C -2.02 4.49 0.49  -0.07
C -1.75 3.01 0.01  -0.16
C -1.09 2.16 1.11  -0.08
C 0.26 2.30 1.48  -0.12
C 1.07 3.38 0.74  -0.15
C 2.08 2.78 -0.31  -0.22
C 1.40 1.75 -1.26  -0.43
S 1.65 0.09 -0.54  0.97
C 1.58 -1.12 -1.83  -1.03
S 1.25 -0.65 -3.37  0.77
N 1.81 -2.47 -1.39  -0.10
C 0.72 -3.37 -1.69  -0.21
C 0.95 -4.77 -1.75  -0.02
C -0.10 -5.69 -2.00  -0.08
C -1.44 -5.26 -2.20  -0.08
C -1.67 -3.86 -2.14  -0.08
C -0.62 -2.95 -1.89  -0.06
C 3.11 -2.98 -1.77  -0.26
C 3.92 -3.46 -0.71  -0.03
C 5.23 -3.95 -0.90  -0.08
C 5.77 -3.96 -2.21  -0.09
C 4.95 -3.51 -3.27  -0.09
C 3.64 -3.01 -3.09  -0.01
C 0.88 1.44 2.52  -0.14
S 2.61 1.60 3.03  0.80
O 2.62 1.64 4.48  -0.28
O 3.23 2.83 2.59  -0.27
C 3.73 0.25 2.36  -0.43
F 3.09 -0.85 1.95  0.09
F 4.31 0.79 1.25  0.07
C 4.95 -0.08 3.33  -0.51
F 5.98 -0.42 2.50  0.12
F 5.37 1.00 4.00  0.17
F 4.74 -1.14 4.11  0.19
C 0.07 0.48 3.17  -0.16
S 0.62 -0.64 4.47  0.79
O -0.13 -1.86 4.31  -0.25
O 2.03 -0.98 4.43  -0.28
C 0.28 0.18 6.12  -0.41
F 1.43 0.54 6.71  0.13
F -0.33 1.38 5.81  0.09
C -0.72 -0.56 7.07  -0.33
F -1.88 -0.72 6.38  0.14
F -1.00 0.29 8.09  0.13
C -0.30 -1.94 7.69  -0.30
F -0.66 -3.00 6.94  0.16
F -1.03 -2.07 8.84  0.13
C 1.19 -2.11 8.12  -0.50
F 1.24 -3.27 8.85  0.15
F 2.04 -2.27 7.10  0.19
F 1.56 -1.14 8.97  0.16
C -1.33 0.38 2.81  -0.27
N -2.28 -0.44 3.34  -0.23
S -3.67 -0.16 2.59  1.06
N -3.27 1.00 1.50  -0.18
C -1.96 1.19 1.77  -0.29
H -1.18 4.91 1.06  0.08
H -2.97 4.51 1.07  0.08
H -2.16 5.12 -0.41  0.04
H -2.69 2.53 -0.31  0.10
H -1.10 3.10 -0.88  0.09
H 0.44 4.07 0.16  0.07
H 1.58 4.03 1.48  0.12
H 2.35 3.64 -0.95  0.09
H 3.02 2.43 0.15  0.08
H 0.31 1.90 -1.37  0.07
H 1.88 1.76 -2.26  0.06
H 1.94 -5.22 -1.57  0.11
H 0.11 -6.76 -2.03  0.10
H -2.23 -6.00 -2.37  0.06
H -2.70 -3.51 -2.28  0.10
H -0.89 -1.88 -1.84  0.09
H 3.54 -3.44 0.32  0.12
H 5.81 -4.28 -0.02  0.10
H 6.79 -4.32 -2.37  0.10
H 5.39 -3.52 -4.28  0.10
H 3.01 -2.65 -3.91  0.08
C 0.12 2.75 9.60  -0.02
C -0.15 3.47 10.90  -0.50
O -0.78 4.51 10.93  0.07
C 0.39 2.84 12.16  -0.03
H -0.32 3.31 8.78  0.09
H 1.20 2.68 9.44  0.09
H -0.32 1.76 9.63  0.07
H 1.48 2.77 12.11  0.08
H -0.04 1.85 12.30  0.08
H 0.12 3.46 13.02  0.08
C -6.16 1.05 -2.93  -0.02
C -5.04 0.22 -2.35  -0.50
O -3.95 0.20 -2.85  0.06
C -5.36 -0.58 -1.11  -0.03
H -5.80 1.57 -3.81  0.06
H -7.00 0.41 -3.21  0.09
H -6.49 1.79 -2.19  0.09
H -6.16 -1.29 -1.32  0.09
H -5.66 0.09 -0.30  0.07
H -4.47 -1.13 -0.80  0.08
C -4.65 7.28 0.06  -0.02
C -3.38 7.91 -0.46  -0.49
O -2.32 7.32 -0.41  0.03
C -3.48 9.29 -1.03  -0.01
H -4.43 6.29 0.44  0.07
H -5.06 7.89 0.86  0.09
H -5.36 7.19 -0.75  0.06
H -3.85 9.99 -0.28  0.09
H -4.16 9.29 -1.89  0.09
H -2.50 9.62 -1.37  0.08
C 8.48 2.40 2.36  -0.02
C 9.58 1.56 2.96  -0.50
O 10.68 1.51 2.46  0.06
C 9.25 0.77 4.20  -0.02
H 8.86 2.91 1.48  0.08
H 7.64 1.77 2.08  0.07
H 8.16 3.15 3.09  0.09
H 8.44 0.07 3.99  0.07
H 8.95 1.45 5.00  0.09
H 10.12 0.21 4.52  0.08
C -5.24 4.83 -4.34  -0.01
C -4.49 5.69 -3.36  -0.46
O -5.07 6.49 -2.64  0.05
C -3.00 5.53 -3.30  0.00
H -6.31 5.06 -4.28  0.09
H -4.90 5.05 -5.35  0.09
H -5.09 3.78 -4.11  0.07
H -2.56 5.77 -4.27  0.09
H -2.75 4.50 -3.02  0.09
H -2.58 6.20 -2.55  0.05
C 2.90 6.82 -0.85  -0.01
C 1.53 6.56 -1.42  -0.47
O 1.07 5.44 -1.46  0.05
C 0.76 7.74 -1.95  -0.02
H 3.33 5.88 -0.51  0.08
H 3.55 7.25 -1.61  0.09
H 2.82 7.50 0.00  0.09
H 1.32 8.21 -2.76  0.09
H 0.59 8.46 -1.15  0.09
H -0.20 7.40 -2.33  0.07
C -5.53 -8.48 -2.59  -0.02
C -4.76 -7.46 -3.37  -0.47
O -3.77 -6.92 -2.92  0.04
C -5.26 -7.13 -4.76  -0.02
H -5.06 -8.62 -1.61  0.09
H -6.56 -8.14 -2.44  0.09
H -5.53 -9.44 -3.12  0.05
H -6.27 -6.73 -4.70  0.08
H -5.24 -8.03 -5.38  0.09
H -4.61 -6.39 -5.21  0.08
C -1.38 -0.65 -8.08  -0.03
C -1.19 0.08 -6.78  -0.50
O -0.08 0.27 -6.32  0.04
C -2.43 0.58 -6.08  -0.03
H -0.40 -0.95 -8.48  0.08
H -1.97 -1.55 -7.92  0.08
H -1.87 -0.01 -8.81  0.08
H -3.07 -0.27 -5.83  0.08
H -2.96 1.28 -6.72  0.08
H -2.14 1.09 -5.16  0.08
C -6.85 -13.29 -3.94  -0.02
C -6.22 -12.33 -2.96  -0.48
O -5.66 -11.32 -3.34  0.04
C -6.32 -12.67 -1.50  -0.01
H -6.70 -12.91 -4.96  0.08
H -6.38 -14.27 -3.86  0.09
H -7.92 -13.37 -3.76  0.09
H -5.83 -13.62 -1.31  0.09
H -7.37 -12.72 -1.20  0.09
H -5.83 -11.90 -0.91  0.08
C 7.57 -0.04 -4.83  -0.02
C 7.61 -1.09 -3.75  -0.48
O 7.17 -2.20 -3.92  0.04
C 8.24 -0.69 -2.43  -0.01
H 7.10 -0.46 -5.72  0.08
H 6.99 0.82 -4.50  0.09
H 8.58 0.27 -5.09  0.08
H 7.68 0.14 -1.99  0.09
H 9.28 -0.40 -2.58  0.09
H 8.20 -1.53 -1.75  0.08

---

(2)
The following is a DFT calculation (ωB97M-V/def2-TZVPD) of 8 unconnected molecules or ions with the total composition C4H24N2O9 in a non-equilibrium geometry.

Results
Energy relative to the best compared isomer or geometry (same formula, charge and spin)   2.128 eV
LUMO   0.0021 Ha
Gap between HOMO and LUMO   0.395 hartree
SMILES   C[C@@H](O)CNC(N)=O.O.O.O.O.O.O.O

Each line ends with the natural charge from an NBO analysis.
Atoms and positions in Å:
C 0.22 -3.47 0.57  -0.66
C 1.28 -2.39 1.07  0.10
O 2.29 -2.02 0.06  -0.73
C 0.78 -1.05 1.70  -0.27
N 0.80 0.07 0.82  -0.62
C -0.17 0.36 -0.07  0.78
N -0.15 1.68 -0.54  -0.89
O -1.16 -0.37 -0.18  -0.72
H 0.23 -4.18 1.41  0.22
H -0.76 -2.99 0.58  0.23
H 0.62 -3.89 -0.34  0.24
H 1.93 -2.97 1.70  0.18
H 1.72 -1.83 -0.71  0.48
H -0.22 -1.11 2.19  0.22
H 1.46 -1.04 2.56  0.23
H 1.46 0.82 1.00  0.42
H -0.33 1.86 -1.52  0.41
H 0.69 2.21 -0.26  0.43
O -2.95 -1.53 -1.78  -0.94
H -2.03 -1.60 -1.58  0.47
H -3.33 -0.78 -1.35  0.47
O 3.51 0.15 -0.48  -1.03
H 4.42 0.22 -0.21  0.48
H 3.01 -0.71 -0.35  0.52
O -4.08 1.87 -1.77  -0.92
H -3.27 2.04 -1.25  0.47
H -4.46 1.30 -1.08  0.45
O -0.06 3.22 2.76  -0.94
H 0.86 3.13 2.51  0.47
H -0.59 2.73 2.11  0.48
O -2.71 2.15 0.90  -0.95
H -3.21 1.32 0.83  0.46
H -1.90 1.92 0.41  0.48
O 0.32 -2.42 -2.58  -0.95
H -0.21 -2.13 -3.33  0.49
H -0.13 -2.08 -1.79  0.46
O 2.52 2.67 0.15  -1.01
H 3.09 3.43 0.29  0.49
H 3.06 1.87 -0.03  0.51

---

(3)
The following is a DFT calculation (ωB97M-V/def2-TZVPD) of a single CH3IOS2 molecule in a non-equilibrium geometry.

Results
Energy relative to the best compared isomer or geometry (same formula, charge and spin)   0.337 eV
LUMO   -0.0425 Ha
Gap between HOMO and LUMO   0.299 hartree

Each line ends with the natural charge from an NBO analysis.
Atoms and positions in Å:
C -1.23 0.31 0.20  -0.67
O 0.78 -0.85 -1.46  -0.90
S 0.06 -0.51 1.27  -0.01
S 1.50 -1.10 -0.22  1.03
I 3.16 0.80 0.03  -0.14
H -0.76 1.09 -0.33  0.23
H -1.89 0.68 0.92  0.23
H -1.62 -0.42 -0.41  0.23

---

(4)
The following is a DFT calculation (ωB97M-V/def2-TZVPD) of 2 unconnected molecules or ions with the total composition CH5INO in a non-equilibrium geometry.

Results
Energy relative to the best compared isomer or geometry (same formula, charge and spin)   0.169 eV
Charge   +1
LUMO   -0.1877 Ha
Gap between HOMO and LUMO   0.292 hartree

Each line ends with the natural charge from an NBO analysis.
Atoms and positions in Å:
C 1.38 -0.23 0.41  0.57
N 0.44 -1.08 -0.05  -0.68
O 1.30 0.98 -0.09  -0.62
I -3.20 1.39 0.12  -0.11
H 2.20 -0.60 1.05  0.24
H 0.36 -2.05 0.16  0.45
H -4.15 0.53 -0.81  0.12
H -0.27 -0.66 -0.73  0.46
H 1.92 1.73 -0.07  0.57

---

(5)
The following is a DFT calculation (ωB97M-V/def2-TZVPD) of a molecular structure, C6H7LaLiO6 in a non-equilibrium geometry.

Results
Charge   +3
LUMO (spin up / spin down)   -0.4983 / -0.4960 Ha
Gap between HOMO and LUMO (spin up / spin down)   0.180 / 0.188 hartree

Each line ends with the natural charge from an NBO analysis.
Atoms and positions in Å:
La -3.01 1.19 -0.31  2.55
O -0.55 0.45 -0.55  -0.82
O 0.94 1.88 0.68  -0.45
C 0.36 3.10 1.16  -0.11
C -0.74 2.60 2.08  -0.11
O -1.13 1.37 1.43  -0.66
C -0.01 0.93 0.63  0.71
H 1.13 3.68 1.67  0.28
H -0.04 3.68 0.32  0.19
H -1.61 3.26 2.14  0.21
H -0.37 2.36 3.09  0.26
Li 4.33 -2.96 -2.87  0.98
O 2.30 -2.87 -2.72  -0.68
O 1.38 -1.98 -0.89  -0.39
C 1.52 -1.25 0.21  0.29
C 0.37 -0.50 0.72  -0.23
O 3.65 -2.31 -1.05  -0.74
C 2.56 -2.35 -1.63  0.91
H 2.13 -1.82 0.93  0.24
H -0.42 -1.20 1.01  0.29
H 1.72 -0.29 1.23  0.26

---

(6)
The following is a DFT calculation (ωB97M-V/def2-TZVPD) of a molecular structure, C25H28CrN5O3S4.

Results
Energy relative to the best compared isomer or geometry (same formula, charge and spin)   0.000 eV
LUMO (spin up / spin down)   -0.0104 / 0.0102 Ha
Gap between HOMO and LUMO (spin up / spin down)   0.259 / 0.289 hartree
2S+1   4

Each line ends with the natural charge from an NBO analysis.
Atoms and positions in Å:
Cr -0.37 1.36 0.22  1.32
C -2.83 0.48 1.92  -0.41
N -1.37 0.21 1.80  -0.49
C -0.77 0.48 3.12  -0.41
C -1.18 -1.20 1.42  0.16
C -1.49 -2.24 2.28  -0.22
C -1.29 -3.55 1.89  -0.25
C -0.75 -3.81 0.64  -0.18
C -0.44 -2.78 -0.23  -0.25
C -0.68 -1.45 0.14  0.12
N -0.41 -0.35 -0.64  -0.70
C -0.41 -0.30 -2.03  0.12
C -0.97 -1.23 -2.90  -0.27
C -0.96 -1.00 -4.27  -0.17
C -0.40 0.16 -4.79  -0.24
C 0.15 1.10 -3.93  -0.24
C 0.14 0.87 -2.57  0.19
N 0.76 1.78 -1.59  -0.49
C 0.73 3.20 -2.02  -0.42
C 2.18 1.35 -1.46  -0.41
H -3.24 -0.10 2.75  0.19
H -3.33 0.21 1.00  0.26
H -2.98 1.55 2.11  0.21
H -1.27 -0.08 3.90  0.20
H -0.90 1.54 3.33  0.20
H 0.29 0.23 3.10  0.23
H -1.90 -2.03 3.26  0.21
H -1.54 -4.36 2.57  0.22
H -0.56 -4.84 0.34  0.22
H 0.00 -3.00 -1.19  0.23
H -1.45 -2.12 -2.52  0.23
H -1.42 -1.72 -4.93  0.23
H -0.41 0.34 -5.86  0.22
H 0.57 2.01 -4.33  0.22
H 1.39 3.35 -2.88  0.19
H 1.09 3.81 -1.20  0.23
H -0.28 3.48 -2.27  0.23
H 2.64 1.37 -2.45  0.20
H 2.21 0.34 -1.06  0.22
H 2.71 2.03 -0.80  0.23
S -4.71 -0.75 -4.91  -0.18
C -4.18 -0.12 -3.48  -0.12
S -3.40 1.43 -3.36  0.46
C -3.12 1.18 -1.66  -0.11
N -3.59 0.06 -1.23  -0.30
N -4.19 -0.65 -2.23  -0.26
C -4.72 -1.92 -1.86  0.13
C -5.94 -2.37 -2.37  -0.20
C -6.43 -3.60 -1.97  -0.20
C -5.73 -4.38 -1.06  -0.21
C -4.53 -3.92 -0.54  -0.20
C -4.02 -2.69 -0.94  -0.22
S -2.30 2.38 -0.69  -0.20
H -6.48 -1.76 -3.08  0.24
H -7.37 -3.95 -2.37  0.22
H -6.12 -5.34 -0.75  0.21
H -3.97 -4.51 0.18  0.22
H -3.09 -2.32 -0.52  0.24
C 1.61 3.05 3.34  -0.88
S 1.41 2.81 1.61  2.39
O 2.41 3.60 0.97  -0.93
O 0.00 3.16 1.25  -0.99
O 1.47 1.34 1.33  -0.99
H 1.46 4.11 3.54  0.26
H 2.63 2.77 3.58  0.26
H 0.90 2.45 3.90  0.24

---

(7)
The following is a DFT calculation (ωB97M-V/def2-TZVPD) of a molecular structure, C12H36KO16P in a non-equilibrium geometry.

Results
Energy relative to the best compared isomer or geometry (same formula, charge and spin)   34.528 eV
Charge   -2
LUMO   0.1387 Ha
Gap between HOMO and LUMO   0.159 hartree

Each line ends with the Löwdin charge.
Atoms and positions in Å:
K 0.38 0.31 0.22  1.04
P 0.94 -1.77 1.73  0.27
O 1.84 -1.44 0.46  -0.17
O -0.47 -2.02 1.28  -0.14
O 0.90 -0.41 2.50  -0.29
O 1.54 -2.92 2.59  -0.31
C 2.96 1.72 -0.10  -0.19
C 3.44 3.12 0.20  -0.20
O 2.41 4.12 0.21  -0.09
O 2.11 1.16 0.89  -0.18
H 3.77 1.00 -0.20  0.14
H 2.46 1.70 -1.07  0.12
H 4.07 3.42 -0.63  0.11
H 4.08 3.36 1.05  0.12
H 1.91 3.88 1.00  0.03
H 1.80 1.93 1.36  0.06
C -1.95 -1.49 3.50  -0.18
C -2.23 -0.47 2.38  -0.22
O -1.08 0.14 1.90  -0.21
O -1.39 -2.64 2.89  -0.09
H -2.90 -1.78 3.95  0.10
H -1.31 -0.98 4.23  0.11
H -2.78 0.32 2.88  0.10
H -2.98 -0.76 1.64  0.10
H -0.38 -0.52 1.79  -0.07
H -0.65 -2.41 2.32  -0.14
C -2.49 -2.74 -0.14  -0.18
C -1.36 -2.04 -0.94  -0.21
O -0.86 -0.90 -0.30  -0.30
O -1.80 -3.30 0.96  -0.06
H -2.91 -3.51 -0.79  0.10
H -3.21 -2.01 0.21  0.09
H -1.80 -1.84 -1.92  0.10
H -0.54 -2.74 -1.10  0.10
H -0.54 -1.27 0.52  -0.20
H -1.19 -2.64 1.29  -0.30
C -0.15 0.54 -2.57  -0.17
C -1.64 0.23 -2.92  -0.24
O -1.69 -0.74 -3.95  -0.06
O -0.08 1.51 -1.49  -0.22
H 0.40 0.95 -3.41  0.13
H 0.36 -0.39 -2.32  0.02
H -2.09 1.16 -3.26  0.10
H -2.19 -0.03 -2.02  0.11
H -2.60 -0.77 -4.27  0.08
H -0.44 2.30 -1.89  0.08
C -0.26 3.99 -0.12  -0.14
C -1.06 2.80 0.45  -0.20
O -0.23 1.93 1.13  -0.24
O 0.23 4.85 0.99  -0.09
H -1.00 4.55 -0.68  0.12
H 0.60 3.74 -0.75  0.11
H -1.53 2.12 -0.27  0.12
H -1.90 3.04 1.10  0.13
H 0.48 2.46 1.49  0.07
H 0.72 4.29 1.60  0.05
C 1.29 -1.67 -2.02  -0.23
C 1.60 -3.06 -1.52  -0.21
O 0.93 -3.27 -0.33  -0.11
O 1.91 -0.64 -1.17  -0.17
H 0.20 -1.65 -2.03  0.07
H 1.66 -1.61 -3.04  0.13
H 2.66 -3.08 -1.27  0.12
H 1.31 -3.87 -2.19  0.12
H 0.99 -2.47 0.21  -0.07
H 1.73 -0.82 -0.25  -0.37

---

(8)
The following is a DFT calculation (ωB97M-V/def2-TZVPD) of a molecular structure, C5H9NO3 in a non-equilibrium geometry.

Results
Energy relative to the best compared isomer or geometry (same formula, charge and spin)   8.708 eV
LUMO   0.0133 Ha
Gap between HOMO and LUMO   0.322 hartree

Each line ends with the natural charge from an NBO analysis.
Atoms and positions in Å:
C 1.46 -1.60 1.87  -0.43
C -0.36 -0.61 0.10  -0.18
C -0.88 0.96 0.01  0.06
C -0.83 0.86 -1.41  -0.05
C -0.46 -0.64 -1.44  0.58
H 1.43 -0.34 2.22  0.19
H 2.55 -2.20 1.67  0.23
H 0.64 -2.18 2.36  0.20
H 2.18 -0.90 0.03  0.36
H -1.14 -1.45 0.50  0.24
H -1.85 1.13 0.27  0.19
H 0.11 2.45 1.24  0.50
H 0.13 1.63 -1.58  0.21
H -1.60 2.29 -2.22  0.48
N 0.97 -1.26 0.45  -0.66
O 0.04 1.96 0.32  -0.75
O -2.01 1.28 -2.01  -0.68
O -0.38 -1.38 -2.37  -0.47

---

For the records above, the corresponding E_tot values read -188884.6369; -25945.2795; -32903.4829; -12748.6567; -19648.4605; -111737.7487; -71370.7989; -12955.9979 eV.